This record from the Open Molecules 2025 dataset describes a molecular structure, C38H69Cl2FN11O8PS3 at a distorted geometry. The level of theory is the ωB97M-V functional and the def2-TZVPD basis.

Computed properties:
- total energy (eV) = -142826.5220
- strongest force on any atom (hartree/bohr) = 0.3253
- frontier orbital gap (eV) = 7.85

Each line ends with the Löwdin charge.
Cartesian coordinates (Å):
C  -6.3988  0.1752  0.6029  -0.0894
C  -6.1979  -1.4371  0.3429  -0.2886
O  -4.8447  -1.9438  0.6227  -0.3078
P  -4.6314  -3.5727  -0.0452  0.8161
O  -6.1007  -4.1824  -0.1483  -0.4005
C  -3.6254  -4.7266  1.1597  -0.1832
C  -2.2454  -3.8913  1.5065  -0.1697
C  -1.2027  -3.8321  0.1931  -0.3172
O  -1.2762  -2.5373  -0.3630  -0.1381
C  -0.3661  -1.4756  -0.1481  -0.2971
C  0.5952  -1.1693  -1.4969  -0.5886
S  2.0103  -2.3624  -1.7241  0.8199
C  -0.2837  -1.2847  -2.9155  -0.2537
C  0.6415  -0.8510  -4.2436  -0.0965
F  -0.6421  -2.7190  -3.2381  -0.1370
N  1.1852  0.1961  -1.2565  -0.5446
S  0.1820  1.5185  -1.7705  0.7897
O  2.4658  0.3054  -1.6380  -0.2912
C  3.0272  1.4466  -0.8709  -0.1505
C  4.5363  1.0849  -0.2486  -0.1573
N  4.2557  0.5982  1.1875  -0.1079
C  5.2934  -0.4479  1.5340  -0.2055
C  5.2792  -0.8953  3.1121  -0.3419
C  6.0649  -2.3588  3.2504  -0.0782
O  3.9344  -0.9104  3.7359  -0.1300
S  0.5477  -1.2884  1.4738  0.7991
C  0.5649  0.5770  1.9202  -0.1430
O  2.0446  -1.6704  1.4670  -0.4106
O  -0.0839  -1.9528  2.7085  -0.4600
C  0.2195  -4.5891  0.4007  -0.5091
Cl  0.5406  -5.5163  -1.2242  0.4683
C  0.2717  -5.7785  1.5264  -0.6192
C  1.0192  -5.2882  2.9042  -0.1616
Cl  1.3532  -7.1520  0.8172  0.4511
O  -3.9599  -3.5830  -1.6503  -0.2906
C  -4.7352  -2.7664  -2.5949  -0.2592
C  -4.2863  -1.1640  -2.6096  -0.0957
H  -7.4978  0.3479  1.0169  0.0778
H  -6.3442  0.8229  -0.3946  0.0847
H  -5.6499  0.6459  1.3726  0.0551
H  -6.9396  -2.0045  1.0650  0.1291
H  -6.5220  -1.6300  -0.7811  0.1090
H  -3.4389  -5.7875  0.6954  0.1185
H  -4.2286  -4.7796  2.1860  0.1261
H  -1.7295  -4.1820  2.5070  0.1048
H  -2.6009  -2.7608  1.6592  0.1013
H  -1.7895  -4.5489  -0.5787  0.1397
H  -1.0646  -0.4910  -0.1514  0.1558
H  2.7745  -1.9903  -2.8440  -0.0806
H  -1.3047  -0.7155  -2.8705  0.1109
H  1.4039  0.0030  -4.0066  0.0432
H  -0.1570  -0.4174  -5.0180  0.0930
H  1.1070  -1.7966  -4.7694  0.0949
H  0.6622  2.1410  -2.9409  -0.0827
H  2.3756  1.7282  0.0865  0.1171
H  3.0519  2.3625  -1.6093  0.1166
H  5.0923  2.1170  -0.1562  0.0980
H  5.1068  0.2924  -0.8959  0.1156
H  4.4209  1.4330  1.8260  0.1228
H  6.3523  0.0626  1.3305  0.1099
H  5.1122  -1.3598  0.8146  0.1351
H  5.9276  -0.1428  3.7737  0.1442
H  5.3308  -3.2435  3.5208  0.0823
H  6.8917  -2.2732  4.1013  0.0844
H  6.6292  -2.6472  2.2622  0.0790
H  3.6871  -1.8717  3.9478  0.0906
H  1.6622  0.9012  2.2054  0.0839
H  -0.0747  0.7427  2.9151  0.0650
H  0.0583  1.2387  1.1011  0.0463
H  1.1640  -3.9284  0.5467  0.0821
H  -0.7847  -6.2973  1.7265  0.1216
H  0.2167  -5.2533  3.7629  0.0814
H  1.4770  -4.2296  2.6923  0.0730
H  1.9175  -6.0141  3.1120  0.0599
H  -4.4615  -3.1750  -3.6823  0.1384
H  -5.8861  -2.9217  -2.4485  0.1129
H  -5.2738  -0.5276  -2.6547  0.0752
H  -3.6871  -0.9419  -3.6177  0.0823
H  -3.5927  -0.8742  -1.7031  0.0814
C  7.8489  0.2198  -3.4380  -0.0733
C  7.9891  0.1178  -1.9279  -0.2012
N  8.1054  0.0333  -0.6752  0.1134
H  8.7326  0.7038  -3.8627  0.0236
H  7.7472  -0.7791  -3.8713  0.0782
H  6.9636  0.8095  -3.6913  0.0717
C  11.9641  0.5743  -6.2248  -0.0739
C  10.8482  1.4925  -5.7534  -0.1906
N  9.9225  2.2541  -5.3624  0.0882
H  12.7605  1.1630  -6.6883  0.0783
H  12.3770  0.0230  -5.3755  0.0784
H  11.5759  -0.1387  -6.9572  0.0775
C  2.9816  0.6404  -7.6109  -0.0737
C  3.5185  0.2656  -6.2392  -0.1950
N  3.9640  -0.0454  -5.1013  0.1038
H  2.3053  1.4955  -7.5256  0.0766
H  3.8086  0.9054  -8.2754  0.0760
H  2.4357  -0.2037  -8.0410  0.0778
C  -9.8404  2.3138  3.1804  -0.0821
C  -8.4941  3.0114  3.0750  -0.2186
N  -7.3773  3.5901  2.9875  0.0747
H  -9.9377  1.5691  2.3856  0.0710
H  -9.9265  1.8140  4.1491  0.0746
H  -10.6478  3.0449  3.0840  0.0575
C  -3.5316  0.9838  3.6588  -0.0508
C  -2.4052  0.0027  3.3777  -0.0847
N  -1.4708  -0.8112  3.1445  0.0380
H  -4.3678  0.7960  2.9797  0.0416
H  -3.8775  0.8690  4.6898  0.0797
H  -3.1785  2.0084  3.5138  0.0803
C  8.4801  3.6098  -1.4103  -0.0837
C  7.5782  3.8695  -0.2147  -0.2056
N  6.8300  4.0850  0.7771  0.0849
H  9.2795  4.3552  -1.4432  0.0754
H  8.9249  2.6139  -1.3324  0.0446
H  7.8997  3.6691  -2.3351  0.0745
C  0.6665  -3.3726  6.5228  -0.0664
C  1.8029  -4.1325  5.8583  -0.1975
N  2.7456  -4.7629  5.3070  0.1048
H  1.0255  -2.4043  6.8823  0.0782
H  -0.1421  -3.2085  5.8052  0.0702
H  0.2798  -3.9458  7.3699  0.0746
C  -8.6141  7.3985  1.9445  -0.0953
C  -9.7272  6.3752  1.7886  -0.2000
N  -10.6505  5.5263  1.6593  0.0771
H  -8.2783  7.7370  0.9604  0.0701
H  -8.9763  8.2597  2.5127  0.0253
H  -7.7687  6.9520  2.4750  0.0744
C  -9.6366  11.1414  -0.1646  -0.0710
C  -9.0996  10.7666  1.2071  -0.1833
N  -8.6542  10.4556  2.3450  0.0983
H  -10.3129  11.9964  -0.0793  0.0780
H  -8.8096  11.4064  -0.8291  0.0776
H  -10.1825  10.2972  -0.5947  0.0774


This record from the Open Molecules 2025 dataset describes 2 unconnected molecules or ions with the total composition C4H11NO. The level of theory is the ωB97M-V functional and the def2-TZVPD basis.

Computed properties:
- total energy (eV) = -7864.5536
- SMILES string = CC(N)=O.CC
- strongest force on any atom (hartree/bohr) = 0.0099
- frontier orbital gap (eV) = 10.73
- relative energy (zero: lowest compared OMol25 entry of this formula, charge and spin) (kJ/mol) = 0.0

Each line ends with the natural charge from an NBO analysis.
Cartesian coordinates (Å):
C  1.9490  -0.9465  0.3351  -0.7209
C  1.6339  0.2281  -0.5655  0.6758
N  1.6081  1.4194  0.0799  -0.8304
O  1.4163  0.1353  -1.7511  -0.6124
H  2.8989  -0.7885  0.8405  0.2248
H  1.1664  -1.0559  1.0828  0.2276
H  2.0020  -1.8527  -0.2604  0.2422
H  1.3912  2.2510  -0.4431  0.4039
H  1.7830  1.5005  1.0649  0.3909
C  -2.0721  0.4925  0.4050  -0.6006
C  -1.8886  -0.7167  -0.5002  -0.6116
H  -2.9499  0.3717  1.0367  0.1992
H  -2.1991  1.3953  -0.1880  0.2017
H  -1.2047  0.6280  1.0481  0.1923
H  -1.0189  -0.5890  -1.1396  0.2202
H  -1.7540  -1.6211  0.0897  0.1950
H  -2.7613  -0.8514  -1.1348  0.2023


This record from the Open Molecules 2025 dataset describes a single C16H22ClN3O3 molecule. The level of theory is the ωB97M-V functional and the def2-TZVPD basis.

Computed properties:
- total energy (eV) = -40085.5304
- SMILES string = COCCCNC(=O)CN1CCN(Cc2ccccc2Cl)C1=O
- strongest force on any atom (hartree/bohr) = 0.0117
- frontier orbital gap (eV) = 9.49
- relative energy (zero: lowest compared OMol25 entry of this formula, charge and spin) (kJ/mol) = 97.6

Each line ends with the natural charge from an NBO analysis.
Cartesian coordinates (Å):
C  1.6482  5.2474  0.6597  -0.2525
O  1.0510  4.5610  1.7328  -0.5544
C  1.7607  3.4165  2.1593  -0.0618
C  0.7558  2.3310  2.5417  -0.4196
C  0.0524  1.7890  1.2950  -0.2311
N  0.9416  0.9800  0.4938  -0.6339
C  1.4227  1.3545  -0.7014  0.6610
O  1.1674  2.4033  -1.2591  -0.6406
C  2.3267  0.2798  -1.3322  -0.3024
N  1.5870  -0.9184  -1.6393  -0.4339
C  0.7872  -1.0346  -2.8389  -0.2116
C  -0.0511  -2.2982  -2.5816  -0.2123
N  0.3549  -2.7076  -1.2544  -0.4323
C  -0.4223  -3.6373  -0.4695  -0.2386
C  -1.7169  -3.0087  -0.0144  -0.0935
C  -1.6922  -2.0984  1.0376  -0.1377
C  -2.8409  -1.4504  1.4514  -0.2284
C  -4.0443  -1.7056  0.8146  -0.1952
C  -4.0935  -2.6055  -0.2342  -0.2300
C  -2.9338  -3.2450  -0.6447  -0.0254
Cl  -3.0411  -4.3618  -1.9703  -0.0062
C  1.2038  -1.8101  -0.6828  0.8022
O  1.5892  -1.8199  0.4750  -0.6980
H  1.7178  4.6076  -0.2274  0.1936
H  1.0018  6.0962  0.4443  0.1892
H  2.6485  5.6128  0.9230  0.1573
H  2.3938  3.6737  3.0222  0.1709
H  2.4106  3.0474  1.3561  0.1693
H  1.2682  1.5206  3.0628  0.2016
H  0.0138  2.7690  3.2088  0.2157
H  -0.8133  1.1834  1.5807  0.1923
H  -0.2805  2.6263  0.6777  0.2375
H  1.2408  0.0877  0.8743  0.4291
H  2.7647  0.6722  -2.2518  0.2268
H  3.1210  0.0147  -0.6287  0.2336
H  1.4352  -1.1406  -3.7148  0.1986
H  0.1633  -0.1437  -2.9763  0.2029
H  -1.1262  -2.0903  -2.6138  0.2024
H  0.1679  -3.0931  -3.3022  0.1991
H  -0.6064  -4.5331  -1.0663  0.2216
H  0.1879  -3.8943  0.3999  0.2442
H  -0.7489  -1.9077  1.5270  0.2249
H  -2.8012  -0.7510  2.2726  0.2170
H  -4.9467  -1.2062  1.1322  0.2199
H  -5.0245  -2.8126  -0.7386  0.2283


This record from the Open Molecules 2025 dataset describes 2 unconnected molecules or ions with the total composition C36H31F6N4O at a distorted geometry. The level of theory is the ωB97M-V functional and the def2-TZVPD basis.

Computed properties:
- total energy (eV) = -62143.0380
- strongest force on any atom (hartree/bohr) = 0.0405
- net charge = +1
- frontier orbital gap (eV) = 6.19
- relative energy (zero: lowest compared OMol25 entry of this formula, charge and spin) (kJ/mol) = 0.0

Each line ends with the Löwdin charge.
Cartesian coordinates (Å):
F  -5.6128  3.4682  -0.6259  0.1379
C  -5.4030  2.6250  0.4230  -0.5222
F  -4.6151  3.2768  1.3435  0.1180
F  -6.6183  2.4070  1.0386  0.1095
C  -4.7821  1.3054  0.0641  -0.0084
N  -4.5282  0.5567  1.3085  -0.0297
C  -5.3853  -0.5514  1.5403  -0.2564
C  -5.1130  -1.7792  0.9138  -0.0098
C  -6.0281  -2.8217  1.0086  -0.0676
C  -7.2185  -2.6442  1.7265  -0.0674
C  -7.4863  -1.4222  2.3547  -0.0606
C  -6.5656  -0.3818  2.2771  -0.0169
C  -3.3211  0.6405  1.9707  -0.1737
C  -3.2972  0.3079  3.3510  0.0330
C  -2.1303  0.3999  4.0695  0.0161
C  -0.9084  0.7422  3.4219  -0.2008
C  0.2887  0.7120  4.1684  0.0852
C  1.5810  0.6273  3.5927  -0.2098
C  2.6851  1.1617  4.3110  0.0114
C  3.9596  1.1098  3.7952  0.0127
C  4.2022  0.4598  2.5609  -0.1742
N  5.4679  0.3980  2.0222  -0.0297
C  6.4767  1.4154  2.3615  -0.0088
C  6.3469  2.5586  1.3974  -0.5259
F  6.9978  3.6953  1.7689  0.1368
F  6.8145  2.1804  0.1593  0.1148
F  5.0238  2.8895  1.2176  0.1154
C  5.9218  -0.7505  1.3274  -0.2509
C  5.7612  -0.8441  -0.0635  -0.0239
C  6.2198  -1.9687  -0.7419  -0.0643
C  6.7935  -3.0308  -0.0345  -0.0678
C  6.9634  -2.9365  1.3537  -0.0663
C  6.5740  -1.7812  2.0270  -0.0067
C  3.1323  -0.1844  1.8949  0.0298
C  1.8417  -0.0502  2.3620  -0.0008
C  -0.9513  1.0998  2.0368  0.0087
C  -2.1308  1.0369  1.3224  0.0176
H  -5.5198  0.7386  -0.5133  0.1585
H  -3.8600  1.4975  -0.4920  0.1274
H  -4.1808  -1.8725  0.3530  0.1237
H  -5.8054  -3.7710  0.5186  0.1110
H  -7.9472  -3.4565  1.7855  0.1111
H  -8.4126  -1.2734  2.9111  0.1127
H  -6.7387  0.5792  2.7605  0.1201
H  -4.2264  -0.0052  3.8298  0.1265
H  -2.0817  0.1604  5.1339  0.1017
H  0.2020  0.7262  5.2591  0.1200
H  2.4973  1.6275  5.2799  0.1312
H  4.7966  1.5167  4.3604  0.1135
H  6.3267  1.8160  3.3645  0.1234
H  7.4634  0.9645  2.2275  0.1569
H  5.2718  -0.0235  -0.5894  0.1240
H  6.1003  -2.0176  -1.8241  0.1117
H  7.1143  -3.9295  -0.5671  0.1112
H  7.3898  -3.7651  1.9223  0.1114
H  6.7166  -1.6521  3.1028  0.1243
H  3.3302  -0.7712  0.9977  0.1208
H  1.0209  -0.5028  1.8057  0.1222
H  -0.0399  1.4125  1.5239  0.1239
H  -2.1411  1.2407  0.2506  0.1147
C  -1.5306  -6.6752  9.9106  0.0031
C  -1.1023  -5.7231  8.8233  -0.4821
O  -0.6208  -6.0763  7.7537  0.0636
N  -1.3069  -4.4043  9.1807  0.1161
C  -1.1137  -3.2670  8.4013  -0.2103
C  -1.4320  -2.0155  8.9724  -0.0042
C  -1.2706  -0.8659  8.2004  -0.1323
N  -0.8491  -0.8895  6.9184  0.0142
C  -0.5190  -2.0774  6.3940  -0.1330
C  -0.6378  -3.2954  7.0844  0.0161
H  -2.4150  -6.3071  10.4427  0.0836
H  -1.7602  -7.6367  9.4505  0.0912
H  -0.7166  -6.8031  10.6359  0.0972
H  -1.6792  -4.2584  10.1118  0.1433
H  -1.8054  -1.9537  9.9950  0.1131
H  -1.4946  0.1123  8.6295  0.1092
H  -0.1410  -2.0766  5.3665  0.1058
H  -0.3757  -4.2305  6.6054  0.0993